[1]
Entry from the Open Molecules 2025 dataset: a gas-phase ion, C3H7N4 (charge +1) in a non-equilibrium geometry (the ωB97M-V functional and the def2-TZVPD basis).

The calculation puts the frontier orbital gap at 9.618 eV. The value obtained for the relative energy (zero: lowest compared OMol25 entry of this formula, charge and spin) is 63.5 kcal/mol. For the maximum force, the calculation gives 3.52 eV/Å. The value obtained for the total energy is -337.2031 Eh. The highest occupied orbital energy comes out at -14.742 eV. Its SMILES is [H]/N=N/N1C=[NH+]CC1. Its charge is +1.

Each line ends with the Mulliken charge.
Cartesian coordinates (Å):
H: 2.94 -2.01 0.38  0.298
N: 1.97 -1.95 0.21  -0.531
N: 1.68 -0.80 0.61  -0.238
N: 0.41 -0.44 0.47  0.520
C: -0.40 -0.99 -0.46  -0.060
N: -1.23 -0.06 -0.91  -0.063
C: -1.16 1.14 -0.16  -0.403
C: 0.09 1.03 0.61  -0.475
H: -0.21 -2.00 -0.78  0.485
H: -1.78 -0.07 -1.73  0.228
H: -2.05 1.35 0.55  0.276
H: -1.18 2.01 -0.72  0.370
H: 0.95 1.53 0.22  0.299
H: -0.02 1.27 1.70  0.292



[2]
Entry from the Open Molecules 2025 dataset: 2 unconnected molecules or ions with the total composition C3H7N4 in a non-equilibrium geometry (the ωB97M-V functional and the def2-TZVPD basis).

The calculation puts the frontier orbital gap (alpha / beta) at 8.309 / 6.272 eV. The value obtained for the relative energy (zero: lowest compared OMol25 entry of this formula, charge and spin) is 87.1 kcal/mol. For the maximum force, the calculation gives 2.18 eV/Å. The value obtained for the total energy is -337.1654 Eh. The highest occupied orbital energy (alpha / beta) comes out at -13.073 / -11.110 eV. Its charge is +1.

Each line ends with the Mulliken charge.
Cartesian coordinates (Å):
C: -1.30 -1.31 0.12  -0.046
C: -1.21 1.04 0.24  0.026
C: 0.75 -0.31 0.29  -0.153
N: -0.04 -1.41 0.17  -0.242
N: -1.95 -0.05 0.17  -0.065
N: 0.10 0.97 0.26  0.057
N: 2.03 -0.37 -0.11  -0.405
H: -1.93 -2.19 0.05  0.407
H: -1.69 2.01 0.27  0.380
H: 0.89 -0.39 2.48  0.028
H: -2.96 0.00 0.15  0.257
H: 0.68 1.80 0.33  0.260
H: 2.43 -1.30 -0.16  0.257
H: 2.67 0.36 0.16  0.237



[3]
Entry from the Open Molecules 2025 dataset: a gas-phase ion, C3H7N4O (charge +1) in a non-equilibrium geometry (the ωB97M-V functional and the def2-TZVPD basis).

The calculation puts the frontier orbital gap at 9.187 eV. The value obtained for the relative energy (zero: lowest compared OMol25 entry of this formula, charge and spin) is 82.0 kcal/mol. For the maximum force, the calculation gives 6.57 eV/Å. The value obtained for the total energy is -412.4165 Eh. The highest occupied orbital energy comes out at -12.653 eV. Its SMILES is N/[NH+]=c1/[nH]cc(O)[nH]1. Its charge is +1.

Each line ends with the Mulliken charge.
Cartesian coordinates (Å):
N: 2.63 0.89 0.23  -0.632
N: 1.80 -0.10 -0.36  0.063
C: 0.54 -0.15 -0.19  0.254
N: -0.49 -1.58 0.03  -0.280
C: -1.69 -1.00 -0.02  -0.232
C: -1.77 0.32 -0.09  0.137
O: -2.73 1.27 -0.11  -0.484
N: -0.33 0.80 -0.25  -0.084
H: 3.62 0.49 0.37  0.300
H: 2.31 1.14 1.14  0.267
H: 2.34 -0.97 -0.45  0.295
H: -0.28 -2.49 -0.36  0.292
H: -2.48 -1.72 -0.11  0.422
H: -3.34 1.26 0.61  0.360
H: -0.12 1.84 -0.42  0.321



[4]
Entry from the Open Molecules 2025 dataset: a gas-phase ion, C3H7N4O3 (charge -1) in a non-equilibrium geometry (the ωB97M-V functional and the def2-TZVPD basis).

The calculation puts the frontier orbital gap at 8.264 eV. The value obtained for the relative energy (zero: lowest compared OMol25 entry of this formula, charge and spin) is 26.3 kcal/mol. For the maximum force, the calculation gives 4.29 eV/Å. The value obtained for the total energy is -563.1965 Eh. The highest occupied orbital energy comes out at -4.247 eV. Its SMILES is NCC/N=C(/O)N=[N+]([O-])[O-]. Its charge is -1.

Each line ends with the Mulliken charge.
Cartesian coordinates (Å):
N: 0.03 2.22 -1.85  -0.647
C: 0.48 2.05 -0.53  -0.763
C: -0.51 1.20 0.39  -0.546
N: -0.95 -0.03 -0.22  -0.626
C: -0.55 -1.23 0.22  0.508
O: -1.40 -2.24 0.01  -0.547
N: 0.56 -1.42 0.94  -0.464
N: 1.04 -2.58 1.17  0.989
O: 0.44 -3.66 0.81  -0.775
O: 2.17 -2.75 1.68  -0.708
H: -0.12 1.31 -2.30  0.318
H: -0.85 2.62 -1.78  0.254
H: 0.61 3.00 -0.05  0.337
H: 1.42 1.64 -0.49  0.438
H: -0.08 1.08 1.36  0.385
H: -1.44 1.82 0.37  0.338
H: -0.85 -3.02 0.25  0.511



[5]
Entry from the Open Molecules 2025 dataset: 2 unconnected molecules or ions with the total composition C3H7N4S in a non-equilibrium geometry (the ωB97M-V functional and the def2-TZVPD basis).

The calculation puts the frontier orbital gap (alpha / beta) at 7.195 / 7.114 eV. The value obtained for the relative energy (zero: lowest compared OMol25 entry of this formula, charge and spin) is 53.8 kcal/mol. For the maximum force, the calculation gives 3.13 eV/Å. The value obtained for the total energy is -735.3661 Eh. The highest occupied orbital energy (alpha / beta) comes out at -11.389 / -11.191 eV. Its charge is +1.

Each line ends with the Mulliken charge.
Cartesian coordinates (Å):
C: 1.17 0.26 -0.14  0.361
C: 0.78 1.63 0.50  -0.430
C: -1.15 0.25 -0.80  -0.266
N: -2.74 -1.79 0.37  -0.253
N: -2.46 -0.69 0.66  0.005
N: 0.15 -0.32 -0.81  -0.142
N: 2.30 -0.37 0.07  -0.356
S: -0.96 1.88 -0.02  -0.073
H: 0.92 1.58 1.60  0.350
H: 1.41 2.52 0.15  0.361
H: -1.68 0.15 -1.76  0.433
H: -3.37 -2.40 0.90  0.281
H: 0.23 -1.24 -1.08  0.199
H: 3.05 -0.14 0.77  0.281
H: 2.32 -1.33 -0.39  0.248



[6]
Entry from the Open Molecules 2025 dataset: a single C3H7N5 molecule in a non-equilibrium geometry (the ωB97M-V functional and the def2-TZVPD basis).

The calculation puts the frontier orbital gap at 9.594 eV. The value obtained for the relative energy (zero: lowest compared OMol25 entry of this formula, charge and spin) is 68.7 kcal/mol. For the maximum force, the calculation gives 2.97 eV/Å. The value obtained for the total energy is -392.1896 Eh. The highest occupied orbital energy comes out at -9.343 eV. Its SMILES is [H]/N=C(\N)[C@@]1(/N=N/[H])CN1.

Each line ends with the Mulliken charge.
Cartesian coordinates (Å):
H: -0.28 1.34 2.53  0.221
N: 0.09 0.56 1.99  -0.637
C: -0.29 0.53 0.78  0.352
N: -1.02 1.45 0.09  -0.437
C: 0.24 -0.69 -0.05  1.131
N: -0.64 -1.34 -0.94  -0.151
N: -1.34 -0.64 -1.70  -0.551
H: -1.89 -1.27 -2.30  0.244
C: 1.58 -0.30 -0.55  -0.891
N: 1.26 -1.51 0.50  -0.731
H: -1.62 2.06 0.63  0.232
H: -1.36 1.18 -0.83  0.273
H: 2.14 0.49 -0.07  0.291
H: 1.83 -0.55 -1.57  0.316
H: 1.32 -1.32 1.50  0.337



> Which formula does entry 5 have?

C3H7N4S